Record 1
9 unconnected molecules or ions with the total composition C30H74IN2O8. Source: the OMol25 dataset; level of theory: ωB97M-V/def2-TZVPD.

Molecular weight ... 717.832 g mol⁻¹
Total charge ... +1
HOMO ... -11.9 eV
Orbital gap ... 9.6 eV

```
115
C30H74IN2O8 ωB97M-V/def2-TZVPD
I 3.9454 2.0466 4.3710
C 4.6047 3.3548 2.7998
C 3.4571 3.6000 1.8457
C 2.2659 4.3046 2.5240
C 1.0059 3.5478 2.2753
C 0.3400 3.4230 1.0968
N -0.7275 2.5798 1.3691
C -0.7120 2.2233 2.6317
N 0.3304 2.8097 3.2102
H 5.3886 2.8162 2.2954
H 4.9901 4.2622 3.2344
H 3.7657 4.1575 0.9683
H 3.1225 2.6400 1.4797
H 2.1267 5.3143 2.1643
H 2.4257 4.3611 3.5949
H 0.5900 3.8332 0.1390
H -1.4141 2.2610 0.6979
H -1.3850 1.5617 3.1275
H 0.6361 2.7209 4.1652
C 0.1637 4.8133 -4.4230
C 1.0565 4.2964 -3.3081
C 1.8557 3.0872 -3.7600
O 0.2610 3.9546 -2.1606
H -0.5448 4.0396 -4.7323
H -0.4126 5.6759 -4.0864
H 0.7508 5.1062 -5.2928
H 1.7257 5.0916 -2.9782
H 1.1738 2.2811 -4.0451
H 2.4838 2.7095 -2.9519
H 2.4899 3.3251 -4.6146
H -0.3260 3.2387 -2.4271
C 1.6460 -1.7196 -0.2041
C 2.5723 -0.6222 0.2827
C 2.4050 -0.3749 1.7722
O 2.3458 0.5954 -0.4445
H 0.5985 -1.4346 -0.0484
H 1.7794 -1.8860 -1.2716
H 1.8359 -2.6560 0.3209
H 3.6074 -0.8974 0.0775
H 1.3786 -0.0538 1.9920
H 3.0766 0.4145 2.1151
H 2.6099 -1.2776 2.3493
H 1.4305 0.8472 -0.2891
C 0.8574 -0.8041 -4.5382
C 0.0445 -0.6194 -5.8102
C 0.5350 -1.5230 -6.9304
O 0.0862 0.7493 -6.2188
H 1.9065 -0.5453 -4.7103
H 0.4823 -0.1435 -3.7546
H 0.8109 -1.8333 -4.1788
H -1.0049 -0.8331 -5.6037
H 1.5737 -1.2903 -7.1805
H -0.0608 -1.3732 -7.8300
H 0.4778 -2.5746 -6.6460
H 1.0030 0.9672 -6.4174
C -3.9426 4.3487 -1.1791
C -3.2539 3.0551 -1.5824
C -3.6699 2.6091 -2.9744
O -3.5397 2.0234 -0.6263
H -5.0262 4.2113 -1.1643
H -3.6383 4.6543 -0.1765
H -3.7063 5.1548 -1.8729
H -2.1710 3.1971 -1.5491
H -4.7461 2.4241 -3.0069
H -3.1719 1.6779 -3.2488
H -3.4279 3.3659 -3.7206
H -4.4915 1.8774 -0.6330
C 2.6053 -2.7328 5.4783
C 1.5881 -1.9496 6.2941
C 0.6053 -1.2100 5.3955
O 2.2489 -1.0307 7.1630
H 3.1928 -2.0540 4.8515
H 3.2994 -3.2554 6.1353
H 2.1193 -3.4647 4.8317
H 1.0417 -2.6305 6.9462
H 1.1405 -0.4898 4.7651
H -0.1166 -0.6544 5.9961
H 0.0635 -1.8993 4.7459
H 2.7343 -0.4195 6.6021
C -2.5318 -1.4797 -1.3576
C -3.9065 -1.7913 -1.9267
C -4.5202 -3.0150 -1.2655
O -3.8252 -1.9696 -3.3402
H -1.8418 -2.3094 -1.5370
H -2.1129 -0.5947 -1.8418
H -2.5840 -1.3006 -0.2812
H -4.5619 -0.9315 -1.7777
H -3.8960 -3.8951 -1.4440
H -5.5048 -3.2208 -1.6846
H -4.6199 -2.8741 -0.1881
H -3.2577 -2.7288 -3.5080
C -5.4476 -1.0066 4.2381
C -4.3364 -1.6179 3.3998
C -2.9790 -1.0207 3.7393
O -4.6118 -1.4439 2.0084
H -5.5198 0.0688 4.0503
H -6.4078 -1.4498 3.9780
H -5.2720 -1.1584 5.3035
H -4.3057 -2.6944 3.5646
H -2.9810 0.0564 3.5336
H -2.1996 -1.4732 3.1233
H -2.7248 -1.1711 4.7892
H -4.6559 -0.4982 1.8338
C 3.5063 -6.8628 -0.0683
C 2.9254 -5.5170 -0.4700
C 3.7044 -4.8935 -1.6188
O 2.9060 -4.6294 0.6531
H 4.5391 -6.7456 0.2703
H 2.9377 -7.2951 0.7547
H 3.4967 -7.5632 -0.9036
H 1.8820 -5.6429 -0.7615
H 4.7431 -4.7204 -1.3244
H 3.2767 -3.9288 -1.8950
H 3.7008 -5.5399 -2.4969
H 3.8168 -4.4987 0.9377
```

Record 2
5 unconnected molecules or ions with the total composition C30H74N4 at a distorted geometry. Source: the OMol25 dataset; level of theory: ωB97M-V/def2-TZVPD.

Molecular weight ... 490.950 g mol⁻¹
SMILES ... CCN(CC)CC.CCN(CC)CC.CCN(CC)CC.CCN(CC)CC.CCCCCC
Total charge ... 0
HOMO ... -7.9 eV
Energy above the lowest of the compared OMol25 structures with the same formula, charge and spin ... 245.91 kJ/mol
Orbital gap ... 8.7 eV

```
108
C30H74N4 ωB97M-V/def2-TZVPD
C 5.3396 -0.0025 2.7799
C 5.4281 0.2909 1.1468
N 4.1752 0.3236 0.5069
C 3.1264 1.2603 0.9490
C 3.4975 2.7378 0.6968
C 4.1636 0.0836 -0.9225
C 3.1077 -0.8401 -1.3710
H 4.9523 -1.0040 2.7107
H 4.7085 0.6930 3.2864
H 6.4050 -0.0165 3.1841
H 6.1612 -0.3924 0.4880
H 5.8695 1.0889 1.0150
H 2.8104 1.0499 2.0045
H 2.1417 1.0406 0.3861
H 2.7851 3.6510 0.9161
H 3.6614 2.7426 -0.3829
H 4.2869 2.9402 1.1286
H 5.0757 -0.4612 -1.3628
H 4.2341 1.0828 -1.4285
H 3.2382 -1.8463 -1.3225
H 3.2033 -0.7371 -2.4844
H 2.2471 -0.2329 -1.1352
C -1.1998 4.5737 -1.4755
C 0.3595 4.6472 -1.7550
N 0.7953 3.7965 -2.8935
C 1.8382 4.3428 -3.8088
C 3.1520 4.6874 -3.0495
C 1.0010 2.4671 -2.4095
C 0.5336 1.4527 -3.4780
H -1.9289 4.7316 -2.3811
H -1.3428 5.2180 -0.6872
H -1.7084 3.6561 -1.2568
H 0.9639 4.5216 -0.6643
H 0.5974 5.6398 -1.6917
H 1.4868 5.1713 -4.4346
H 1.9663 3.5950 -4.6830
H 3.1235 5.6010 -2.3891
H 3.7960 4.6295 -3.7574
H 3.4766 3.9232 -2.4822
H 0.4913 2.1586 -1.5547
H 1.9905 2.4793 -2.3246
H -0.4264 1.8032 -3.8516
H 0.5011 0.4545 -2.7664
H 1.1981 1.3932 -4.4143
C -0.9798 -1.2465 -5.4566
C -2.1014 -1.3426 -4.3435
N -1.4290 -1.8820 -3.0594
C -2.1415 -1.5301 -1.8284
C -3.4841 -2.4107 -1.6317
C -0.8783 -3.2310 -3.1718
C -0.1498 -3.6265 -1.8783
H -1.4164 -0.4266 -6.1410
H -0.6527 -2.1056 -6.1340
H -0.0304 -0.9236 -5.2066
H -2.7733 -2.1490 -4.7887
H -2.7026 -0.4531 -4.1961
H -2.4680 -0.4204 -1.8341
H -1.6054 -1.4538 -1.0263
H -4.1984 -2.1513 -2.3185
H -4.0555 -2.5468 -0.7963
H -3.2697 -3.4618 -1.8840
H -0.0873 -3.1640 -4.0073
H -1.6675 -4.0830 -3.3723
H 0.3000 -2.7551 -1.8051
H 0.5890 -4.4299 -2.0258
H -0.7265 -3.6679 -1.0984
C 1.2865 -2.2465 1.9116
C 0.5237 -2.3678 3.1136
N -0.4854 -3.4161 3.0160
C -0.8352 -4.1401 4.2694
C -1.7168 -3.4159 5.2687
C -1.6550 -3.0662 2.1619
C -2.2761 -4.3167 1.5543
H 0.6844 -1.7687 1.1740
H 1.6726 -3.3856 1.6127
H 2.0131 -1.5629 2.0664
H -0.1333 -1.4608 3.3622
H 1.1518 -2.5061 3.9281
H 0.1570 -4.4353 4.7486
H -1.3089 -5.0378 4.0848
H -1.8017 -3.9052 6.2974
H -2.6577 -3.0535 4.6783
H -1.3541 -2.5559 5.5722
H -1.2551 -2.5590 1.3013
H -2.4963 -2.4527 2.5707
H -2.8522 -4.8687 2.3016
H -1.6543 -4.8795 1.0178
H -3.0496 -4.3280 0.6846
C -0.5765 2.8914 2.4234
C -1.0157 1.8293 1.3608
C -2.5076 1.6128 1.3387
C -3.1265 0.9026 2.6005
C -4.6982 0.6182 2.5829
C -5.2272 0.0860 3.8278
H -0.9590 2.9103 3.3867
H -0.7230 3.8699 1.7436
H 0.5487 2.8693 2.5239
H -0.6670 0.9508 1.8466
H -0.8207 1.7147 0.3535
H -2.7479 0.8717 0.4267
H -2.8993 2.6445 1.2504
H -3.0222 1.4313 3.4984
H -2.6404 -0.1295 2.8365
H -4.8807 0.0638 1.5210
H -5.1436 1.6323 2.5838
H -5.0402 0.9022 4.5767
H -4.8533 -0.6904 4.2918
H -6.3119 -0.1863 3.7542
```

Record 3
A molecular structure, C30H75N5O14SSn2 at a distorted geometry. Source: the OMol25 dataset; level of theory: ωB97M-V/def2-TZVPD.

Molecular weight ... 999.440 g mol⁻¹
Total charge ... +2
HOMO ... -12.2 eV
Energy above the lowest of the compared OMol25 structures with the same formula, charge and spin ... 189.59 kJ/mol
Orbital gap ... 5.3 eV

```
127
C30H75N5O14SSn2 ωB97M-V/def2-TZVPD
Sn 1.9671 3.0985 -3.0482
Sn -1.0846 -2.1224 0.6672
S -0.0144 0.8543 -0.8423
O 0.8505 -0.1175 -0.1969
O -1.3666 0.7175 -0.2663
O 0.5240 2.1865 -0.6377
O -0.0335 0.6255 -2.2578
C 2.7916 0.6163 -5.9005
O 2.9361 0.5754 -4.4710
C 2.6800 -0.6753 -3.8494
C 3.5315 -0.7248 -2.5592
N 3.1460 0.4703 -1.8029
C 4.1904 0.8519 -0.8271
C 3.8090 1.8947 0.2120
O 3.7242 3.1889 -0.3256
C 3.4439 4.2670 0.5877
H 2.6879 1.6394 -6.2622
H 1.8285 0.2116 -6.2115
H 3.6238 0.0861 -6.3636
H 2.8781 -1.5691 -4.4410
H 1.6092 -0.7227 -3.6512
H 4.5798 -0.7922 -2.8502
H 3.2468 -1.5890 -1.9590
H 2.3287 0.1840 -1.2832
H 5.0951 1.2210 -1.3103
H 4.5573 -0.0719 -0.3798
H 4.4181 1.7805 1.1087
H 2.7975 1.6843 0.5593
H 2.8139 4.9773 0.0523
H 4.4315 4.6707 0.8108
H 2.8052 4.0675 1.4480
C -0.9123 0.4026 -8.0965
O -1.7313 0.9469 -7.0232
C -1.0561 1.1674 -5.7954
C -1.8550 2.1481 -4.9523
N -1.1622 2.5273 -3.6643
C -1.9659 3.1866 -2.6418
C -2.6548 4.5223 -3.0484
O -3.5638 5.0634 -2.0606
C -4.9579 4.8867 -2.1507
H -1.4848 0.3751 -9.0236
H -0.6008 -0.6233 -7.8997
H 0.0134 0.9611 -8.2352
H -0.0464 1.5495 -5.9458
H -0.9161 0.2037 -5.3058
H -2.7268 1.5917 -4.6082
H -2.0664 3.0632 -5.5055
H -0.7467 1.6749 -3.3166
H -1.4150 3.4099 -1.7283
H -2.7358 2.4668 -2.3638
H -3.2597 4.3254 -3.9335
H -1.9113 5.3141 -3.1399
H -4.9361 3.7987 -2.0878
H -5.4083 5.1709 -3.1017
H -5.5084 5.3494 -1.3316
C 0.5452 1.4731 2.4776
O 0.6012 1.1987 3.8297
C -0.0252 2.1881 4.7050
C 0.2108 1.7284 6.1157
N 1.6285 1.9911 6.4972
C 1.9730 1.5164 7.7845
C 2.1290 -0.0401 7.8864
O 3.1187 -0.4270 6.8949
C 3.3442 -1.8311 6.9625
H 1.0645 2.3903 2.1999
H -0.4786 1.6609 2.1541
H 1.0473 0.6317 2.0002
H -1.0835 2.3086 4.4735
H 0.4565 3.1195 4.4072
H -0.0746 0.6799 6.2010
H -0.4652 2.2410 6.8001
H 2.1699 1.6651 5.7094
H 1.3222 1.8450 8.5947
H 2.9824 1.9113 7.8998
H 1.2240 -0.5879 7.6241
H 2.3619 -0.3762 8.8968
H 2.5272 -2.4138 6.5371
H 3.5221 -2.3045 7.9281
H 4.2701 -2.0312 6.4234
C 0.5666 -5.6876 -0.9315
O 0.4365 -4.3842 -1.4233
C -0.1375 -4.2307 -2.6503
C 0.0552 -2.7877 -3.0755
N -0.9461 -1.8666 -2.5272
C -2.1324 -1.8400 -3.3302
C -3.2362 -1.0441 -2.6117
O -3.5390 -1.6071 -1.3453
C -4.5551 -2.5575 -1.5021
H 1.0436 -5.7676 0.0454
H 1.0649 -6.2967 -1.6857
H -0.3699 -6.2107 -0.7381
H -1.1787 -4.5526 -2.6743
H 0.4226 -4.7857 -3.4028
H 0.1480 -2.7105 -4.1587
H 0.9784 -2.4308 -2.6191
H -0.6261 -0.9122 -2.4435
H -2.4496 -2.8726 -3.4756
H -1.8807 -1.4998 -4.3348
H -4.1270 -0.9721 -3.2358
H -2.9552 -0.0082 -2.4219
H -4.6340 -2.9237 -0.4785
H -4.3618 -3.3338 -2.2425
H -5.4756 -2.0648 -1.8152
C 2.3840 -2.3356 1.5078
O 1.2929 -2.6002 2.3101
C 1.4842 -2.1048 3.6135
C 0.1159 -2.0286 4.2850
N -0.8115 -1.0976 3.6209
C -2.1046 -1.1226 4.2212
C -3.1859 -0.3456 3.3835
O -3.6410 -1.1369 2.2895
C -4.6367 -2.1181 2.5690
H 2.2594 -2.8540 0.5571
H 3.3053 -2.7035 1.9596
H 2.5527 -1.2621 1.4227
H 2.0102 -1.1559 3.7180
H 2.1136 -2.8248 4.1364
H 0.2676 -1.8305 5.3460
H -0.3044 -3.0343 4.2822
H -0.4168 -0.1779 3.7571
H -2.2059 -0.6736 5.2092
H -2.5055 -2.1359 4.2455
H -2.7273 0.5674 3.0037
H -4.0558 -0.0617 3.9758
H -4.4024 -2.8904 3.3015
H -4.9076 -2.5553 1.6080
H -5.5510 -1.6738 2.9623
```

Q: Look up the molecular weight of the second one.
A: 490.950 g mol⁻¹